13
Properties=species:S:1:pos:R:3:forces:R:3:lowdin_charge:R:1 method="wB97M-V/def2-TZVPD" charge=0 gap_ev=9.10 max_force_ev_per_a=3.74 mol_weight_g_mol=101.174 energy_ev=-16585.6366 homo_ev=-8.28 multiplicity=1
S -1.889 -1.038 -0.600 -0.9111 -1.2288 -0.5461 0.70
N -1.753 1.537 -0.214 -1.5547 1.0564 -0.1886 0.08
C 1.775 -1.568 0.132 2.5633 -1.3638 -1.3967 -0.02
C 0.301 0.460 -0.058 1.7139 -0.3596 -2.4121 -0.25
C -1.150 0.355 -0.306 -0.1205 1.1370 1.1132 -0.97
C 0.832 -0.786 0.556 -2.2210 1.6772 2.4912 -0.29
H 0.649 1.420 0.387 -0.2863 -0.7047 -0.1855 0.13
H -1.313 2.333 0.195 0.5421 0.1984 0.0547 0.09
H 0.202 -0.890 1.497 1.3160 -1.0083 -0.9049 0.13
H 0.642 0.369 -1.123 0.2776 0.8170 0.6082 0.14
H 2.005 -2.485 0.704 0.0097 0.6006 -0.4440 0.06
H -2.751 1.668 -0.357 0.3635 -0.5594 -0.0612 0.11
H 2.450 -1.377 -0.812 -1.6924 -0.2619 1.8717 0.11



13
Properties=species:S:1:pos:R:3:forces:R:3:lowdin_charge:R:1 method="wB97M-V/def2-TZVPD" charge=0 gap_ev=9.21 max_force_ev_per_a=3.54 mol_weight_g_mol=101.174 energy_ev=-16584.4253 homo_ev=-8.47 multiplicity=1
S 0.549 -0.655 -0.021 -0.0626 -0.4970 0.6326 0.86
N 1.714 0.569 0.137 2.6744 -1.6127 -1.6757 -0.36
C 2.912 0.105 -0.058 -1.1479 0.4393 1.5847 -0.17
C -0.724 0.555 0.151 0.0782 1.2279 -0.4612 -0.54
C -3.075 -0.140 0.224 -0.0667 0.9248 0.6502 0.01
C -2.003 0.215 -0.473 -1.2287 -0.6135 1.6261 -0.26
H -2.148 0.316 -1.491 0.2689 0.0191 -2.1844 0.07
H 3.681 0.822 -0.245 0.5727 0.4239 0.1721 0.05
H 3.218 -0.941 0.152 -0.3629 0.4053 -0.7870 0.07
H -0.220 1.366 -0.425 -0.8400 -0.1162 0.7587 0.08
H -4.061 -0.251 -0.194 -0.0238 -0.2844 -0.3539 0.05
H -3.058 -0.051 1.305 0.1113 -0.4494 0.1098 0.06
H -0.853 0.817 1.201 0.0271 0.1329 -0.0720 0.08